Entry 1:
DFT (ωB97M-V with the def2-TZVPD basis set) results for a 3-piece molecular cluster, C14H17F3N2O4P overall in a non-equilibrium geometry.

The geometry in ORCA input format:
```
! RIJCOSX wB97M-V def2-TZVPD def2/J DEFGRID3
* xyz -1 1
O 3.80315 -0.07900 -1.23477
P 4.37124 -1.40832 -1.01907
O 5.74629 -1.23259 -0.13825
O 4.81861 -1.98289 -2.43053
C 3.22543 -2.56881 -0.17866
C 2.26204 -3.28947 -1.10169
C 1.10405 -2.40282 -1.48014
O 0.47332 -1.89853 -0.26376
C -0.03583 -0.71957 -0.34752
F -0.48191 -0.37227 0.86319
F 0.76461 0.21123 -0.72845
F -1.10060 -0.68340 -1.13698
H 5.42513 -0.96890 0.73328
H 4.61623 -1.27461 -3.05714
H 2.74602 -2.01436 0.61361
H 3.84080 -3.31655 0.30298
H 2.80019 -3.53572 -2.00407
H 0.37911 -2.96308 -2.04573
H 1.43324 -1.58107 -2.12353
N -2.83684 -0.51826 4.90241
C -2.53229 -0.09353 6.12603
C -1.35240 0.56013 6.44307
C -0.43352 0.78288 5.43015
C -0.73046 0.34732 4.15093
C -1.94237 -0.29469 3.94064
H -3.27881 -0.29140 6.88866
H -1.15957 0.88508 7.45677
H 0.50137 1.28898 5.63561
H -0.04193 0.49915 3.33154
H -2.21565 -0.64967 2.95399
N -3.35959 3.99943 -3.00477
C -2.68634 3.09919 -2.28999
C -2.13013 1.94652 -2.82524
C -2.28543 1.71536 -4.18053
C -2.98394 2.63925 -4.94100
C -3.49662 3.75953 -4.30610
H -2.59133 3.31902 -1.23243
H -1.59252 1.25294 -2.19768
H -1.86717 0.82741 -4.63714
H -3.12819 2.49603 -6.00348
H -4.04739 4.51003 -4.86417
*
```

Entry 2:
DFT (ωB97M-V with the def2-TZVPD basis set) results for C22H42Cl3N4O4ScSi as an isolated structure in a non-equilibrium geometry.

The geometry in ORCA input format:
```
! RIJCOSX wB97M-V def2-TZVPD def2/J DEFGRID3
* xyz 0 1
C 2.85672 -2.42759 -2.09550
C 2.33762 -1.69436 -3.29277
H 2.23334 -3.31221 -1.89639
H 2.88584 -1.80257 -1.19282
H 3.87119 -2.80466 -2.31508
C 2.30750 -2.29609 -4.49447
C 2.66080 -3.73388 -4.68467
H 2.08586 -1.72453 -5.38726
H 2.07470 -4.40594 -4.03361
H 3.73134 -3.95065 -4.51951
H 2.41241 -4.00851 -5.71712
Sc 0.85120 0.02259 2.44186
Cl 2.39692 -1.56924 3.21390
Cl 2.53213 0.99320 1.06738
C 0.08759 2.87751 1.96260
O -0.36537 1.69555 1.99659
N -0.66777 3.93604 1.71675
C -2.12845 3.82297 1.56385
C -0.02443 5.22923 1.51686
H 1.15693 3.08396 2.10039
H -2.55798 3.24253 2.39263
H -2.40533 3.35729 0.60007
H -2.51813 4.84869 1.59391
H 0.82041 5.30160 2.20954
H -0.74792 6.02428 1.69269
H 0.36569 5.31541 0.49592
H -0.29371 -4.95694 4.10866
H -0.32383 -3.98799 0.82502
C -1.26538 -4.76954 3.64456
C -1.31140 -4.00991 1.31143
N -1.22780 -3.64043 2.72990
H -1.99580 -4.59195 4.42890
C -0.79357 -2.47755 3.19531
O -0.69832 -1.41574 2.48836
H -2.02371 -3.40746 0.73030
H -0.53759 -2.46153 4.26807
H -1.56445 -5.63412 3.04786
H -1.65960 -5.05380 1.28189
O 0.75469 -0.27867 -2.15940
C 1.84780 -0.28707 -3.04040
C 0.57854 0.23744 -5.18573
C 1.52636 0.57160 -4.22464
H 0.10554 -0.74875 -5.18599
C 0.22404 1.20560 -6.15000
H 2.65171 0.18619 -2.45862
C 2.18595 1.79815 -4.24159
H -0.51232 0.94411 -6.91793
C 0.81796 2.47221 -6.11548
C 1.82530 2.75605 -5.19220
H 2.94822 1.96060 -3.47339
H 0.51917 3.24098 -6.83434
H 2.34660 3.71449 -5.20089
Si -0.91292 -0.09607 -1.29357
Cl -0.27666 -1.84204 -0.38192
C -2.01248 -0.62580 -2.69400
C -0.30402 1.73114 -1.17986
C -2.42445 0.17510 0.00516
H -1.79897 -0.07355 -3.60996
H -3.07299 -0.47279 -2.48428
H -1.87795 -1.68831 -2.91893
H -2.85593 -0.79695 0.33929
H -3.20544 0.77661 -0.49494
H -2.06493 0.72809 0.89482
H -0.16404 2.11823 -2.20020
H 0.68474 1.76579 -0.70032
H -0.96011 2.44678 -0.67014
C 0.22881 0.99701 7.16573
N -0.95611 0.99159 6.30992
C -0.92944 0.65995 5.00323
N -2.15700 0.60320 4.39347
O 0.18622 0.50281 4.39327
H 1.13781 0.82128 6.58014
H 0.14088 0.20221 7.91665
H 0.31792 1.97128 7.65655
H -1.87822 1.06012 6.75618
H -2.26321 0.01341 3.57836
H -2.95872 0.64437 5.01994
*
```

Entry 3:
DFT (ωB97M-V with the def2-TZVPD basis set) results for C46H45F5I2N9O5RbS2 as an isolated structure in a non-equilibrium geometry.

The geometry in ORCA input format:
```
! RIJCOSX wB97M-V def2-TZVPD def2/J DEFGRID3
* xyz -2 1
Rb -0.01510 0.77639 -0.26951
C -3.53886 -1.01345 -0.29373
C -2.71996 -2.21493 -0.01131
N -1.42254 -2.15582 -0.72092
C -1.59220 -2.52175 -2.14383
C -1.92891 -1.41370 -3.08739
C -2.95340 -1.65340 -4.00072
C -3.42845 -0.63413 -4.77569
C -2.95907 0.66467 -4.55275
C -1.91401 0.85684 -3.60205
C -1.38469 2.22751 -3.31275
N -1.30968 2.50466 -1.85639
C -2.44607 3.04485 -1.22909
C -3.68732 1.54300 0.19030
N -3.02903 0.20674 0.36222
N -1.43504 -0.20024 -2.88788
H -4.58742 -1.25866 0.04033
H -3.57515 -0.72151 -1.35072
H -3.32959 -3.14467 -0.31037
H -2.56933 -2.33563 1.14337
H -0.66213 -2.67128 -0.21280
H -2.30784 -3.39792 -2.36436
H -0.64141 -2.98262 -2.47801
H -3.39143 -2.56857 -4.16861
H -4.18289 -0.73072 -5.57203
H -3.46624 1.45977 -5.03541
H -2.05991 2.98701 -3.82071
H -0.39417 2.40075 -3.76001
H -0.52212 3.13324 -1.75362
H -2.90050 3.79271 -1.87627
H -2.20559 3.55963 -0.26313
H -4.73148 1.38208 0.36555
H -3.24102 2.19199 0.92669
H -2.93501 0.11340 1.33348
C 2.86993 -8.55385 -2.48685
N 2.61217 -7.11342 -2.48628
C 2.66813 -6.29302 -1.30658
C 2.47404 -5.04555 -1.76628
N 2.42705 -5.04718 -3.12006
C 2.35610 -6.37387 -3.57041
S 1.87713 -6.91882 -5.16065
C 2.29451 -3.83221 -3.86398
C 3.03993 -3.62635 -4.98781
C 2.73373 -2.51732 -5.73943
C 1.91747 -1.53385 -5.20869
C 1.32366 -1.78730 -3.97290
N 1.46058 -2.95487 -3.36600
H 1.95939 -9.09645 -2.76646
H 3.13016 -8.87960 -1.50739
H 3.66610 -8.82584 -3.13512
H 2.82181 -6.72457 -0.33466
H 2.57016 -4.23297 -1.15687
H 3.79140 -4.32143 -5.33873
H 3.12603 -2.40372 -6.75579
H 1.71546 -0.61676 -5.76085
H 0.64199 -1.03938 -3.56122
I 4.04183 1.29543 -3.83376
C 3.88757 2.69124 -2.31618
C 5.06316 3.13371 -1.75656
C 5.06720 3.98042 -0.62767
I 6.93980 4.65705 0.04542
C 3.85113 4.33755 -0.03028
C 3.75617 5.14010 1.15631
C 2.52588 5.32914 1.72002
C 1.38635 4.75186 1.09655
N 1.47043 4.03297 -0.00204
C 2.64382 3.88507 -0.57775
C 2.61046 3.08904 -1.85691
O 1.52652 2.66108 -2.33938
H 6.03732 2.77933 -2.23033
H 4.68404 5.54343 1.54217
H 2.46563 6.00814 2.58399
H 0.39403 4.87825 1.57798
F 0.09162 -6.22451 0.93312
C 0.83534 -5.19782 1.38376
C 0.52387 -3.86366 1.15705
C 1.28469 -2.99398 1.86062
F 1.05195 -1.62676 1.75505
C 2.47015 -3.35360 2.53369
F 3.19106 -2.37633 3.19995
C 2.82815 -4.68721 2.66888
F 3.84242 -5.05161 3.46995
C 1.94346 -5.61281 2.08183
F 2.38363 -6.96910 2.11439
C -0.33106 2.26817 3.02790
C 1.08636 1.93869 3.22901
O 1.68410 1.23552 2.09981
C 3.06453 1.34244 1.98964
C 3.47465 0.51444 0.80126
H -0.75081 2.60526 4.03339
H -0.94456 1.36439 2.65046
H -0.50229 3.12941 2.37062
H 1.30768 1.25708 4.05401
H 1.65026 2.86218 3.45946
H 3.54236 1.06745 3.04714
H 3.41353 2.35705 1.93705
H 2.87751 -0.38329 0.96728
H 4.49753 0.29652 0.80384
H 3.23051 1.07547 -0.07289
O -3.11651 1.88865 4.43787
S -3.86132 3.03230 3.97747
O -4.86786 2.96344 2.94574
N -3.01813 4.48657 3.71982
C -3.56965 5.48001 4.39752
O -3.47648 2.09645 -1.05076
C -4.50486 4.94210 5.49517
C -5.15441 5.70751 6.46502
C -5.90631 5.05645 7.41497
C -5.89817 3.66712 7.47746
C -5.15060 2.94463 6.51788
C -4.59986 3.61126 5.48520
H -5.06049 6.82567 6.49116
H -6.43944 5.62671 8.21149
H -6.37990 3.12841 8.32208
H -5.10333 1.88762 6.68514
*
```

Entry 4:
DFT (ωB97M-V with the def2-TZVPD basis set) results for a 7-piece molecular cluster, C3H18O7S2 overall in a non-equilibrium geometry.

Its SMILES is O=CCCSS.O.O.O.O.O.O.

The geometry in ORCA input format:
```
! RIJCOSX wB97M-V def2-TZVPD def2/J DEFGRID3
* xyz 0 1
O 0.65061 -1.60322 -1.75651
C -0.53702 -1.60768 -1.51854
C -1.29479 -0.29981 -1.35569
C -2.78018 -0.46295 -1.01606
S -3.63618 0.87456 -0.06998
S -3.55679 0.55293 1.91362
H -1.16637 -2.49827 -1.34361
H -0.69358 0.25647 -0.63641
H -1.25526 0.29453 -2.27912
H -3.38403 -0.41087 -1.92714
H -2.89750 -1.39001 -0.43852
H -2.24747 0.60321 2.33761
O -0.14612 2.68631 -1.56301
H -0.15901 2.32891 -2.46775
H 0.78233 2.75201 -1.24205
O 2.83379 -0.50133 -0.65015
H 2.14452 -1.13550 -0.96594
H 3.60023 -1.08041 -0.76710
O -0.57231 0.12808 2.74329
H 0.17742 0.44913 2.24386
H -0.29073 0.27944 3.65443
O -0.96970 -2.27897 1.55671
H -0.26527 -2.56614 2.14322
H -1.19326 -1.37189 1.84009
O 2.84210 0.22777 1.81479
H 2.68976 -0.31631 1.02361
H 3.52802 -0.08272 2.41406
O 2.60464 2.38366 -1.05723
H 3.10846 2.14448 -1.84732
H 2.08371 1.64460 -0.78317
*
```

Entry 5:
DFT (ωB97M-V with the def2-TZVPD basis set) results for a 2-piece molecular cluster, C4H8O2 overall.

Its SMILES is O=CC/C=C/O.[H][H].

The geometry in ORCA input format:
```
! RIJCOSX wB97M-V def2-TZVPD def2/J DEFGRID3
* xyz 0 1
O -2.30443 -0.79922 0.29003
C -1.57183 -0.07581 0.92609
C -0.64458 0.96012 0.33029
C 0.75595 0.44376 0.53987
C 1.47573 -0.10818 -0.43661
O 2.67281 -0.72562 -0.30184
H -1.49126 -0.18654 2.02962
H -0.87828 1.08266 -0.73162
H -0.79561 1.92242 0.83796
H 1.13651 0.43405 1.56269
H 1.15176 -0.10809 -1.47484
H 2.86338 -0.82999 0.64034
H -0.92291 -1.06780 -2.46535
H -1.32596 -1.07289 -1.83817
*
```

Entry 6:
DFT (ωB97M-V with the def2-TZVPD basis set) results for the molecule C5H8O in a non-equilibrium geometry.

Its SMILES is CC(=O)C1CC1.

The geometry in ORCA input format:
```
! RIJCOSX wB97M-V def2-TZVPD def2/J DEFGRID3
* xyz 0 1
C -2.03976 0.13489 0.63694
C -0.92361 0.17350 -0.49825
O -0.78883 1.37907 -0.37590
C 0.37960 -0.63392 -0.66946
C 1.60667 0.23277 -0.86374
C 1.33828 -0.34066 0.48382
H -3.01551 0.37580 0.21326
H -1.91127 -0.85079 1.01756
H -1.84943 0.85100 1.48264
H 0.41718 -1.63971 -1.08333
H 1.41380 1.29373 -0.99210
H 2.43094 -0.16657 -1.44696
H 1.96635 -1.15016 0.84619
H 0.97560 0.34105 1.24935
*
```

Entry 7:
DFT (ωB97M-V with the def2-TZVPD basis set) results for C3H7NO as an isolated structure in a non-equilibrium geometry.

The geometry in ORCA input format:
```
! RIJCOSX wB97M-V def2-TZVPD def2/J DEFGRID3
* xyz 0 1
C -0.11448 0.68502 1.85075
C -0.14012 0.25731 0.38263
C -1.01219 -1.01435 0.01674
H -1.40473 0.62589 2.25119
H 0.44087 -0.59853 1.96748
H 0.31457 1.71337 2.22900
H -0.47185 -1.81357 -0.25581
H -1.67905 -0.93254 -0.93063
H -1.67770 -1.15248 0.90349
H 0.17871 -0.77428 -1.71553
N 0.76591 0.57199 -0.53554
O 0.81732 -0.07995 -1.77514
*
```

Entry 8:
DFT (ωB97M-V with the def2-TZVPD basis set) results for a 3-piece molecular cluster, C19H25ClF2O2P overall in a non-equilibrium geometry.

The geometry in ORCA input format:
```
! RIJCOSX wB97M-V def2-TZVPD def2/J DEFGRID3
* xyz 1 1
C -1.37736 2.33512 3.75803
O -0.76159 2.48592 2.40796
C -1.88564 2.29405 1.47857
P -1.80278 0.70878 0.41712
F -3.40489 -0.06458 0.55718
C -1.48884 1.21094 -1.42200
C -0.09588 2.06860 -1.64078
O 0.19867 2.54967 -2.87907
Cl 1.12659 2.46715 -0.30133
C -0.45649 -0.54365 0.93191
C -0.63360 -1.18074 2.43224
C 0.54897 -0.55617 3.38500
F -2.00101 -1.09602 2.99474
H -0.52585 2.22916 4.56226
H -2.11823 3.20119 4.03518
H -2.00613 1.32977 3.81245
H -1.94963 3.21115 0.73701
H -2.90923 2.31894 2.09177
H -1.34414 0.20166 -2.03295
H -2.37589 1.86264 -1.82921
H 0.64969 -0.14076 0.80613
H -0.54293 -1.45828 0.17155
H -0.38953 -2.34487 2.32844
H 1.51146 -1.24036 3.21766
H 0.84285 0.50876 2.98159
H 0.31668 -0.56379 4.53236
C -2.36853 4.07268 -7.59181
C -1.92616 4.22318 -6.27787
C -1.05004 3.28965 -5.72492
C -0.60812 2.20991 -6.49003
C -1.04759 2.06153 -7.80522
C -1.93103 2.99001 -8.35513
H -3.05401 4.79856 -8.02129
H -2.26517 5.06833 -5.68400
H -0.71081 3.40352 -4.69892
H 0.07849 1.48499 -6.06088
H -0.70182 1.22092 -8.40186
H -2.27751 2.87106 -9.37796
C 4.52960 -5.67052 3.52673
C 4.51720 -4.98291 4.73991
C 3.38459 -4.26588 5.12446
C 2.25967 -4.24464 4.29947
C 2.27078 -4.93538 3.08801
C 3.40679 -5.64477 2.69916
H 5.41371 -6.22642 3.22579
H 5.39133 -5.00518 5.38589
H 3.37767 -3.72470 6.06669
H 1.37517 -3.68994 4.60126
H 1.39346 -4.92006 2.44597
H 3.41706 -6.17823 1.75275
*
```

Per-record electronic energy, Eh: -1595.17622; -3814.48914; -4563.97526; -1448.11948; -307.61493; -270.43810; -248.31264; -1890.30309